171
Properties=species:S:1:pos:R:3:lowdin_charge:R:1 method="wB97M-V/def2-TZVPD" charge=+1 fmax_ha_per_bohr=0.1838 e_lumo_ev=-4.24 multiplicity=1 energy_ha=-3045.60983
C 2.99271 -1.08160 1.04124 -0.15
C 4.30641 -0.08885 0.75879 -0.25
C 4.95348 -0.62045 -0.66961 -0.23
C 6.08040 0.38952 -1.31027 -0.21
C 5.80547 0.56385 -2.92621 -0.22
C 5.76355 -0.85552 -3.75989 -0.21
C 4.59176 -0.84607 -4.94703 -0.21
C 3.06020 -0.94129 -4.34660 -0.21
C 2.52672 -2.52431 -4.26030 -0.20
C 0.90702 -2.64667 -4.48421 -0.23
C 0.31374 -4.17207 -4.38487 -0.21
C -0.38682 -4.55511 -2.95312 -0.21
C -1.52586 -3.45336 -2.50885 -0.22
C -2.98029 -4.11039 -2.09724 -0.20
C -4.23340 -3.00861 -2.21034 -0.20
C -4.36658 -2.18266 -0.78346 -0.20
C -4.15878 -0.53861 -0.97893 -0.17
C -2.64331 -0.18575 -1.59266 -0.11
C -2.28295 1.40009 -1.56097 0.04
C -3.11395 2.60748 -2.29253 0.03
B -4.44497 2.62113 -3.25661 -0.43
O -5.74191 1.96923 -2.95373 0.02
N -4.31568 3.43442 -4.56799 -0.14
C -5.46254 3.13421 -5.50749 -0.12
C -3.05128 2.83141 -5.21455 -0.11
N -2.56489 4.00187 -2.04658 0.13
C -1.35914 3.71572 -1.17945 0.10
N -1.18240 2.20475 -0.91876 0.06
C -0.02982 1.67244 -0.11280 -0.18
F 0.20574 0.21855 -0.18160 0.05
F -0.09695 2.21553 1.29578 0.02
C 1.34197 2.37798 -0.76122 -0.06
F 1.64693 3.70559 -0.18356 -0.02
F 1.29306 2.36069 -2.26151 -0.03
H 2.37878 -1.24020 0.03905 0.06
H 3.44980 -2.14913 1.30071 0.09
H 2.28985 -0.67239 1.89282 0.07
H 5.08431 -0.13816 1.66312 0.13
H 4.00281 1.03975 0.63968 0.08
H 5.46952 -1.67167 -0.53947 0.12
H 4.08951 -0.72477 -1.47744 0.09
H 7.17142 -0.00702 -1.09069 0.12
H 6.00072 1.44945 -0.81913 0.10
H 4.77009 1.10671 -3.15748 0.11
H 6.66790 1.24559 -3.38096 0.12
H 6.79900 -0.91743 -4.34869 0.11
H 5.71585 -1.81364 -3.09021 0.11
H 4.83723 -1.73152 -5.69402 0.11
H 4.72242 0.16041 -5.53195 0.11
H 2.35362 -0.38319 -5.12182 0.11
H 2.97109 -0.37400 -3.32518 0.08
H 2.85991 -2.90720 -3.20471 0.11
H 3.08190 -3.08440 -5.12822 0.11
H 0.39730 -1.86698 -3.77400 0.10
H 0.68512 -2.27354 -5.59543 0.12
H 1.22942 -4.91076 -4.53681 0.11
H -0.48768 -4.35384 -5.25016 0.12
H -0.86187 -5.63722 -2.91944 0.11
H 0.48016 -4.53553 -2.13856 0.12
H -1.71344 -2.69916 -3.40886 0.10
H -1.10020 -2.88350 -1.57383 0.10
H -3.28822 -5.04287 -2.74655 0.12
H -2.89699 -4.43983 -0.96081 0.11
H -4.11311 -2.27552 -3.11907 0.10
H -5.26370 -3.57296 -2.36623 0.11
H -5.48844 -2.31498 -0.40963 0.12
H -3.67818 -2.63657 0.05210 0.11
H -5.02913 -0.19568 -1.68133 0.11
H -4.18727 -0.05334 0.09779 0.12
H -1.91104 -0.90357 -1.03803 0.10
H -2.66863 -0.52031 -2.73492 0.13
H -6.22544 2.47559 -2.21228 0.15
H -5.35855 3.90646 -6.41207 0.11
H -5.32378 2.06071 -5.99131 0.12
H -6.52910 3.31113 -5.06017 0.11
H -3.04677 1.66934 -4.98411 0.11
H -2.06711 3.32262 -4.79003 0.10
H -3.05834 2.96757 -6.38813 0.12
H -2.98397 4.88657 -2.40862 0.17
H -0.69818 4.61431 -0.82611 0.14
H 2.22701 1.64353 -0.47048 0.17
C 5.00428 -7.45145 -1.73531 -0.07
C 3.76473 -6.59091 -1.55118 -0.28
O 2.87746 -6.62868 -2.66410 -0.19
C 2.33861 -7.90281 -3.00823 -0.27
C 1.52821 -8.53768 -1.88994 -0.07
H 5.54848 -7.15241 -2.63779 0.08
H 5.67033 -7.35070 -0.87340 0.08
H 4.75346 -8.51041 -1.84191 0.06
H 4.07616 -5.54714 -1.43331 0.11
H 3.23219 -6.85792 -0.63311 0.11
H 3.13659 -8.57171 -3.34516 0.10
H 1.68355 -7.74432 -3.87041 0.11
H 2.13729 -8.73648 -1.00566 0.07
H 1.10072 -9.49011 -2.22218 0.08
H 0.71148 -7.87508 -1.58442 0.07
C 1.70006 2.33827 4.41608 -0.08
C 0.24077 2.07597 4.75163 -0.29
O -0.00562 1.94506 6.14785 -0.16
C 0.31621 3.07058 6.96138 -0.27
C -0.45140 4.32722 6.58453 -0.08
H 2.33558 1.54216 4.81902 0.09
H 1.83995 2.38526 3.33215 0.06
H 2.05263 3.28261 4.83984 0.07
H -0.06125 1.12963 4.28951 0.12
H -0.40704 2.84720 4.32348 0.10
H 1.39579 3.24959 6.94822 0.11
H 0.06062 2.79802 7.98995 0.12
H -0.22121 4.65804 5.56963 0.06
H -0.20106 5.14624 7.26775 0.08
H -1.53048 4.14697 6.63477 0.08
C 2.58992 -13.51007 -3.20423 -0.08
C 3.57358 -12.35857 -3.33611 -0.28
O 3.81564 -11.67602 -2.11023 -0.18
C 4.36411 -12.44982 -1.04599 -0.28
C 5.71378 -13.06425 -1.37951 -0.08
H 1.63665 -13.15575 -2.79707 0.08
H 2.40662 -13.96911 -4.18012 0.08
H 2.96157 -14.28909 -2.53293 0.07
H 3.15819 -11.61957 -4.03013 0.11
H 4.51797 -12.69506 -3.77504 0.11
H 3.64983 -13.21616 -0.72935 0.11
H 4.48722 -11.77189 -0.19580 0.12
H 5.64849 -13.76675 -2.21299 0.07
H 6.10945 -13.60790 -0.51456 0.08
H 6.43051 -12.28556 -1.66125 0.08
C -3.58451 5.36277 0.80366 -0.07
C -4.78370 5.45149 -0.12640 -0.28
O -6.03288 5.32451 0.54492 -0.16
C -6.32399 6.30062 1.54225 -0.27
C -6.35580 7.72207 1.00482 -0.07
H -3.59856 4.41859 1.35897 0.09
H -2.65337 5.42100 0.23245 0.03
H -3.57724 6.17275 1.53818 0.08
H -4.73010 4.62885 -0.84801 0.09
H -4.76084 6.37566 -0.71217 0.11
H -5.62050 6.21023 2.37571 0.11
H -7.31191 6.05463 1.94359 0.12
H -5.38711 8.03012 0.60583 0.06
H -6.62815 8.42446 1.80026 0.08
H -7.08781 7.80953 0.19491 0.09
C 0.80132 6.78958 -0.01913 -0.10
C -0.05483 7.99205 -0.38247 -0.28
O -0.65665 8.62117 0.74416 -0.17
C 0.22821 9.14109 1.73354 -0.27
C 1.17335 10.20485 1.19923 -0.08
H 0.20992 6.04960 0.53106 0.06
H 1.20142 6.31913 -0.92204 0.08
H 1.64709 7.06795 0.61556 0.08
H -0.87320 7.65780 -1.02968 0.11
H 0.51719 8.72230 -0.96324 0.11
H 0.78149 8.32636 2.21085 0.11
H -0.39833 9.58692 2.51216 0.12
H 1.83856 9.81075 0.42811 0.07
H 1.79719 10.60153 2.00776 0.08
H 0.60862 11.03148 0.75516 0.09
C -3.09868 2.61266 9.72510 -0.08
C -3.95483 3.81513 9.36176 -0.28
O -4.55665 4.44424 10.48839 -0.16
C -3.67179 4.96417 11.47777 -0.27
C -2.72665 6.02793 10.94346 -0.08
H -3.69008 1.87267 10.27529 0.08
H -2.69858 2.14221 8.82219 0.07
H -2.25291 2.89102 10.35980 0.07
H -4.77320 3.48087 8.71456 0.12
H -3.38281 4.54538 8.78099 0.10
H -3.11851 4.14943 11.95508 0.11
H -4.29833 5.41000 12.25639 0.12
H -2.06144 5.63382 10.17234 0.06
H -2.10281 6.42461 11.75199 0.08
H -3.29138 6.85456 10.49939 0.08

***

97
Properties=species:S:1:pos:R:3:lowdin_charge:R:1 method="wB97M-V/def2-TZVPD" fmax_ha_per_bohr=0.0098 e_lumo_ev=0.12 multiplicity=1 energy_ha=-4023.36408 e_above_lowest_kcal_mol=5.6
Pb -0.04497 0.71554 0.15616 1.09
N -4.70347 1.24465 -0.36176 0.05
C -3.33975 1.33306 -0.45702 -0.90
S -2.51673 1.67370 1.06073 0.47
N -2.84591 1.18732 -1.63865 -0.02
N -1.45624 1.29294 -1.73546 -0.15
C -1.06320 1.59655 -2.92115 -0.08
C 0.29050 1.78714 -3.39076 -0.15
C 0.43346 1.98598 -4.77540 -0.06
C 1.65694 2.20462 -5.35948 -0.11
C 2.78815 2.23117 -4.53302 -0.09
C 2.68106 2.04612 -3.17686 -0.02
C 1.43199 1.81651 -2.55493 -0.37
O 1.39767 1.66082 -1.26222 -0.31
H -5.10023 1.14967 0.55454 0.06
H -5.19135 0.84770 -1.14635 0.09
H -1.85316 1.72318 -3.66194 0.12
H -0.46180 1.96425 -5.38676 0.11
H 1.74442 2.35253 -6.42651 0.09
H 3.76653 2.39441 -4.96901 0.10
H 3.55157 2.06095 -2.53401 0.11
C 5.09212 -2.26176 7.38932 -0.05
C 4.30976 -1.96878 6.13848 -0.27
C 4.38645 -2.81116 5.03540 -0.03
C 3.68690 -2.53381 3.86934 -0.06
C 2.89343 -1.40182 3.81865 -0.36
C 2.81810 -0.52778 4.89418 -0.07
C 3.51848 -0.82377 6.05055 -0.04
S 2.00466 -1.06079 2.30213 0.92
O 2.57391 -1.95095 1.25826 -0.47
C 0.38993 -1.66657 2.84009 -0.32
C -0.37281 -0.67312 3.50337 -0.11
C -1.60949 -0.96710 3.98432 -0.01
C -2.15176 -2.26604 3.81588 -0.16
C -3.44606 -2.58680 4.29577 -0.03
C -3.97574 -3.82658 4.09298 -0.07
C -3.23202 -4.80527 3.39584 -0.06
C -1.98342 -4.52362 2.92513 -0.01
C -1.40400 -3.24299 3.12425 -0.11
C -0.10372 -2.92129 2.61389 -0.14
C 0.64388 -3.97928 1.86655 -0.16
C 1.36484 -4.97356 2.58469 -0.11
C 1.41545 -4.98844 4.00509 -0.02
C 2.12717 -5.94383 4.66646 -0.07
C 2.83317 -6.93773 3.94771 -0.08
C 2.80107 -6.94819 2.58560 -0.03
C 2.06380 -5.97077 1.86732 -0.15
C 2.02558 -5.96846 0.45199 -0.01
C 1.31623 -5.02084 -0.22432 -0.04
C 0.61334 -4.04066 0.50128 -0.30
S -0.19972 -2.75887 -0.45875 0.94
O 0.12826 -3.01919 -1.88916 -0.48
C -1.89252 -3.23056 -0.18330 -0.37
C -2.73766 -2.30757 0.40564 -0.07
C -4.06913 -2.64248 0.61531 -0.03
C -4.55992 -3.88135 0.22796 -0.27
C -6.00225 -4.24107 0.45425 -0.05
C -3.69257 -4.78708 -0.38861 -0.03
C -2.36463 -4.47045 -0.59869 -0.05
H 5.37505 -3.31233 7.43969 0.07
H 4.51618 -2.01984 8.28255 0.08
H 6.00919 -1.67018 7.42154 0.08
H 5.00106 -3.70212 5.08658 0.12
H 3.75005 -3.17777 3.00196 0.11
H 2.22607 0.37691 4.82951 0.11
H 3.46038 -0.15049 6.89742 0.11
H 0.02778 0.33015 3.59807 0.07
H -2.20248 -0.20579 4.47523 0.12
H -4.00712 -1.82407 4.82141 0.11
H -4.96587 -4.06328 4.45991 0.10
H -3.65967 -5.78529 3.22947 0.11
H -1.42752 -5.27647 2.38218 0.12
H 0.88831 -4.22259 4.55973 0.12
H 2.16002 -5.93921 5.74821 0.10
H 3.39584 -7.69086 4.48363 0.10
H 3.33632 -7.70620 2.02730 0.11
H 2.57645 -6.72907 -0.08735 0.12
H 1.29059 -4.97839 -1.30472 0.11
H -2.36766 -1.33961 0.72751 0.07
H -4.72744 -1.93018 1.09762 0.12
H -6.45574 -3.59575 1.20542 0.07
H -6.10303 -5.27465 0.78671 0.08
H -6.57864 -4.13687 -0.46713 0.08
H -4.06828 -5.75536 -0.69783 0.12
H -1.69331 -5.17044 -1.07973 0.12
S 1.17548 2.64658 2.07531 0.56
C 0.65081 4.17549 1.57593 -0.84
N -0.44404 4.45007 0.86966 0.03
C -0.58221 5.86767 0.56824 -0.12
C 0.60986 6.49510 1.32754 -0.13
N 1.31177 5.31739 1.81921 0.02
H -1.15985 3.74487 0.69700 0.04
H -1.53973 6.24886 0.92099 0.12
H -0.51528 6.03808 -0.50680 0.12
H 0.28120 7.12756 2.15374 0.11
H 1.24495 7.08516 0.66823 0.12
H 2.18802 5.31796 2.30817 0.14

***

What are the HOMO-LUMO gap values for these records? In order: 6.5604, 7.1080 eV.